130
Properties=species:S:1:pos:R:3:forces:R:3 method="wB97M-V/def2-TZVPD" charge=-2 e_homo_ev=-1.48 e_above_lowest_kcal_mol=0.0 homo_lumo_gap_ev=4.6
O -1.02745 -1.39979 -3.07856 0.0 2.4 -1.1
C -0.87222 -2.69477 -3.39308 0.3 -5.1 -0.1
O -0.66702 -3.10082 -4.57016 -0.1 2.6 -0.2
O -0.92790 -3.55806 -2.47094 -0.3 1.4 1.2
H -1.20330 -1.18568 -2.14775 0.3 -1.1 0.3
O -1.22650 -0.42200 1.73522 -0.2 -0.3 0.5
C -0.61672 -0.25173 0.52659 1.4 0.1 -2.0
O -1.09659 -1.05565 -0.32296 0.3 0.9 0.0
O 0.33233 0.56433 0.39367 -0.9 -0.3 0.6
H -1.69538 -1.21211 1.37724 -0.5 0.0 1.2
O 0.08197 2.12836 5.01082 -0.3 1.1 -0.2
S -0.61925 2.95632 4.06599 -0.3 0.2 -2.2
O -2.04134 2.73958 3.85217 1.3 0.4 0.5
O -0.32165 4.53088 4.36311 -0.1 -0.9 1.8
C -1.14834 5.54165 3.76722 0.2 0.0 -1.1
C -2.54513 5.69738 4.33793 0.0 -0.8 -0.4
C 0.25378 2.88058 2.47206 0.1 -0.7 1.0
H -1.03779 5.30876 2.70424 -1.0 0.3 -0.2
H -0.63101 6.49736 3.86392 0.4 -0.2 0.4
H -3.16987 4.82439 4.15440 0.2 -0.1 0.0
H -3.05438 6.52208 3.83947 0.2 0.3 0.3
H -2.46473 5.82679 5.41684 -0.1 0.3 0.0
H 0.29884 1.81806 2.22094 -0.2 0.1 -0.4
H 1.27339 3.23119 2.62942 -0.1 0.1 0.3
H -0.20452 3.46056 1.67532 -0.4 -0.1 0.2
O 2.60942 -3.42090 -2.74681 0.9 0.2 0.3
S 3.30092 -2.21654 -2.39323 -2.3 1.2 0.2
O 4.44433 -2.21113 -1.50864 0.0 0.1 -1.1
O 3.66982 -1.44263 -3.76731 1.9 -0.2 1.1
C 2.67165 -1.21787 -4.76426 -1.1 -0.3 0.2
C 2.84221 0.15487 -5.32708 -0.4 0.8 -0.5
C 2.05377 -1.02779 -1.68313 0.7 -1.2 0.0
H 1.71151 -1.32321 -4.25338 -0.3 -0.1 -0.6
H 2.76452 -1.95008 -5.56637 -0.1 -0.3 0.3
H 2.70397 0.92609 -4.56792 0.5 0.0 0.1
H 2.06054 0.39407 -6.05340 -0.2 -0.5 0.0
H 3.76481 0.25651 -5.90094 0.3 0.1 0.4
H 2.16021 -1.03383 -0.59914 0.3 0.0 0.0
H 1.06240 -1.43846 -1.87599 0.0 0.2 -0.4
H 2.22027 -0.03242 -2.08793 -0.1 -0.1 -0.1
O -7.82678 1.94477 -1.59950 1.4 -0.2 0.1
S -6.39723 1.72332 -1.72702 0.4 -0.5 0.0
O -5.43625 2.78534 -1.51786 -1.1 -0.5 -0.3
O -6.02143 0.53799 -0.69091 -0.6 0.3 -0.1
C -4.63473 0.14146 -0.63759 1.9 0.3 -0.7
C -4.32123 -1.22487 -1.27401 -0.9 0.7 0.9
C -6.07857 0.90813 -3.31616 0.0 1.2 0.3
H -4.17759 0.30537 0.34019 -0.9 -0.6 0.6
H -4.03096 0.90671 -1.13563 -0.3 -0.1 -0.7
H -3.26603 -1.44154 -1.11006 0.1 0.1 -0.5
H -4.64063 -1.17317 -2.31248 0.5 -0.3 -0.1
H -4.86942 -2.03841 -0.79602 -0.2 0.1 0.1
H -5.00715 0.94390 -3.51612 0.0 -0.5 0.4
H -6.48873 1.57225 -4.07781 -0.4 -0.1 0.1
H -6.55108 -0.06882 -3.31456 0.1 0.0 0.0
O 4.62484 -1.11539 3.73151 -0.8 -0.8 0.4
S 3.27263 -1.55083 3.49072 -0.4 0.7 0.2
O 2.96314 -2.48532 2.44779 0.3 -0.2 0.5
O 2.62737 -2.10852 4.93030 1.3 1.0 -1.8
C 1.31770 -2.67770 4.88286 -1.0 0.1 1.1
C 0.91227 -2.85230 6.36995 0.0 -1.0 -1.1
C 2.28076 -0.09754 3.20036 0.0 -0.5 1.1
H 1.31601 -3.60159 4.30475 0.1 -0.1 0.3
H 0.55989 -2.04156 4.41959 0.4 0.4 -0.3
H -0.09990 -3.25871 6.41297 -0.1 0.0 -0.1
H 0.93063 -1.93197 6.94892 0.3 0.1 -0.2
H 1.57080 -3.61852 6.77919 0.1 0.2 0.4
H 2.76700 0.61203 2.53704 0.0 -0.5 -0.4
H 2.21478 0.38961 4.17421 -0.3 0.0 0.0
H 1.32701 -0.50914 2.87374 -0.1 0.6 -0.3
O -3.08890 1.94113 -3.59998 2.1 0.3 -0.8
S -1.75052 1.85785 -4.18463 0.6 -0.5 0.7
O -1.41939 0.86356 -5.15733 -0.5 0.3 0.0
O -1.41931 3.30204 -4.86365 -1.3 0.2 0.4
C -0.32261 3.36359 -5.75982 1.0 0.4 -0.2
C 0.07794 4.79810 -5.99815 -0.3 1.6 1.3
C -0.42266 1.86589 -2.90319 -1.7 0.9 -0.6
H -0.57952 3.02015 -6.76214 -0.1 -1.0 0.4
H 0.51355 2.86611 -5.26656 0.1 -0.5 -0.7
H 0.62520 5.27939 -5.18131 0.3 -0.6 0.2
H -0.81448 5.43038 -5.97206 -0.2 -0.1 -0.8
H 0.68499 4.96968 -6.88485 -0.3 -0.3 -0.2
H -0.76587 1.26509 -2.06389 0.5 -0.4 -0.2
H -0.38913 2.91175 -2.59524 0.0 0.0 0.2
H 0.51425 1.63958 -3.40066 -0.1 -0.6 0.2
O -3.21065 -3.03666 5.56330 -0.4 0.2 -0.5
S -3.15884 -2.25860 4.35704 0.1 0.9 0.3
O -2.66748 -2.84071 3.14214 0.0 0.2 0.4
O -4.63811 -1.65232 4.07526 1.1 -0.8 0.3
C -4.77570 -0.99215 2.78841 -0.6 1.5 0.7
C -5.30583 0.42702 3.04187 -0.4 -0.2 -0.6
C -2.29217 -0.71961 4.76066 -0.7 -0.5 -0.9
H -5.53239 -1.54204 2.23430 0.4 -0.2 -0.3
H -3.80761 -0.88518 2.30246 -0.2 -0.6 -0.3
H -4.57104 1.13838 3.41780 0.1 -0.2 0.2
H -6.18893 0.40838 3.68064 0.1 0.0 0.2
H -5.64857 0.82047 2.08195 0.0 0.0 -0.1
H -1.22735 -0.91483 4.84844 -0.1 0.0 0.3
H -2.79288 -0.31662 5.63698 0.3 -0.1 0.2
H -2.44757 -0.04930 3.91545 0.1 0.0 0.0
O 3.48442 4.91626 -1.88996 0.1 -0.9 -0.1
S 3.28031 3.49122 -1.88591 0.7 -1.0 0.6
O 2.59571 2.83674 -2.97798 0.2 0.6 0.8
O 4.76530 2.78537 -1.78012 -2.1 1.3 0.6
C 4.80007 1.34819 -1.65777 1.0 -0.2 -1.5
C 6.29367 1.05583 -1.58731 -0.7 -0.7 0.8
C 2.50794 3.02406 -0.29343 0.5 0.1 -0.6
H 4.30778 0.88877 -2.51672 0.1 0.2 -0.2
H 4.32144 0.91200 -0.77926 0.0 0.6 0.3
H 6.32044 -0.03585 -1.59894 0.5 0.0 0.4
H 6.56790 1.49118 -0.62478 0.5 -0.5 0.1
H 6.98964 1.44178 -2.32848 -0.6 0.2 -0.4
H 2.44370 1.93980 -0.21217 -0.4 0.0 -0.2
H 1.53274 3.50565 -0.26397 -0.1 -0.2 -0.2
H 3.09316 3.38679 0.55076 0.3 0.2 -0.3
O 0.82363 -5.82533 -1.83661 0.3 -0.6 1.8
S 1.09566 -5.70400 -0.42867 -0.1 0.9 -0.3
O 0.53340 -6.55513 0.59742 0.1 -0.1 -0.6
O 2.71892 -5.85347 -0.32421 -0.8 0.2 -0.3
C 3.37714 -5.81370 0.91804 1.8 -0.6 0.6
C 4.86596 -5.65591 0.59171 0.1 0.6 -0.3
C 0.85554 -3.99018 0.07643 0.6 -0.9 -1.1
H 3.30372 -6.74809 1.48070 -0.7 -0.1 -0.1
H 3.12129 -5.00005 1.59919 -0.5 0.2 -0.4
H 5.28818 -6.45776 -0.01463 -0.3 -0.2 0.0
H 5.47948 -5.56854 1.49036 -0.2 0.0 0.2
H 4.99754 -4.73581 0.01894 0.0 0.0 0.0
H 1.46364 -3.78505 0.95437 -0.3 0.0 0.1
H -0.21318 -3.79749 0.12979 0.1 0.0 0.1
H 1.25986 -3.49711 -0.80590 -0.2 0.3 0.1


111
Properties=species:S:1:pos:R:3:forces:R:3 method="wB97M-V/def2-TZVPD" charge=+2 spin_multiplicity=3 e_homo_ev="-11.92 / -11.92" s_squared=2.0181 homo_lumo_gap_ev="3.3 / 2.5"
Ag -6.12766 8.17751 7.00821 0.1 -0.3 0.1
Ag -3.39143 9.31736 11.54279 -0.2 0.4 -0.2
C -0.49426 9.37487 6.64816 -0.7 -0.5 -0.4
C -1.97912 9.16709 6.91028 4.7 0.9 -0.7
O -2.33515 9.28300 8.08581 -2.4 -0.3 1.1
O -2.79463 8.97329 6.00103 -1.7 -0.3 0.4
H -0.28293 9.06385 5.62508 0.2 0.2 -0.1
H 0.12789 8.78449 7.32082 -0.2 -0.2 0.1
H -0.23245 10.41697 6.83147 -0.2 0.1 -0.3
C -8.26895 7.42591 12.08573 -1.0 -0.3 0.2
C -7.71587 7.74031 10.71566 1.5 0.2 3.9
O -8.43323 7.57214 9.70218 -0.2 0.1 -1.4
O -6.53674 8.11620 10.58470 -0.4 0.1 -1.5
H -7.62425 7.46734 12.96365 1.0 0.0 -0.7
H -8.67917 6.41640 12.05935 -0.2 0.0 0.0
H -9.06245 8.09458 12.41942 -0.4 0.1 -0.7
C -2.94478 14.17680 9.42888 0.4 0.2 0.4
C -3.92984 14.22646 10.60774 0.5 0.7 -0.3
C -5.05311 15.27147 10.32503 0.8 0.6 0.6
O -4.60367 16.62496 10.27422 1.0 -0.5 1.0
C -3.97766 17.10328 11.49555 -0.7 0.7 0.3
N -4.52416 12.89227 10.73456 -0.7 -0.2 -0.6
H -3.51787 14.07005 8.50786 0.1 -0.3 -0.1
H -2.21233 13.38124 9.56558 -0.3 -0.4 -0.1
H -2.29720 15.03874 9.26824 -0.5 0.4 0.4
H -3.43577 14.38220 11.56677 0.1 0.6 -0.1
H -5.85409 15.16519 11.05663 -0.1 0.0 0.5
H -5.53483 15.08598 9.36501 0.3 -0.1 -0.3
H -3.03576 16.71829 11.88633 0.3 -0.9 -1.0
H -4.63555 17.01215 12.35983 -0.5 -0.1 -0.1
H -3.76827 18.16811 11.39365 -0.3 0.0 -0.5
H -4.98959 12.85621 9.83892 -0.1 -1.0 -0.7
H -5.34661 13.00687 11.30949 -0.1 -0.1 0.8
C -13.00990 5.48239 14.63423 -1.0 0.5 -0.3
C -12.49379 4.90765 15.91682 0.4 0.2 0.4
C -12.61492 5.88849 17.09265 -0.5 0.1 0.4
O -12.05676 7.16991 16.83862 1.3 -0.1 0.0
C -10.62568 7.23341 16.97953 -0.7 0.7 -0.8
N -13.15560 3.62061 16.15372 -0.1 0.8 0.0
H -12.71749 6.52165 14.48413 0.5 -0.2 -0.1
H -14.09859 5.52968 14.65906 -0.2 -0.2 0.1
H -12.76338 4.84162 13.78762 0.2 0.2 -0.1
H -11.42694 4.73577 15.77398 0.5 0.1 0.1
H -12.18424 5.46843 18.00159 0.4 -0.2 0.1
H -13.63819 6.11519 17.39203 -0.3 -0.3 -0.5
H -10.10561 6.55214 16.30611 0.0 -0.6 0.3
H -10.27058 7.18746 18.00904 -0.2 -0.5 0.1
H -10.31498 8.20988 16.60793 -0.3 0.3 0.1
H -12.91133 3.06302 15.34779 -0.2 -0.6 0.2
H -12.82304 3.18448 17.00184 0.1 -0.2 0.0
C -12.88164 5.98291 7.68417 -0.2 -0.3 -0.7
C -12.30226 6.50780 6.34233 -1.3 -0.5 -0.1
C -13.38646 6.40632 5.19703 2.1 1.4 0.2
O -12.79350 6.96807 3.99604 -0.4 -0.5 0.2
C -13.62987 6.85482 2.84539 -0.3 -1.0 0.4
N -11.82866 7.85922 6.47350 0.6 0.5 0.1
H -13.72023 6.57209 8.05531 -0.1 0.3 -0.3
H -12.14171 5.99614 8.48443 0.2 -0.1 -0.1
H -13.26326 4.97172 7.54288 0.1 -0.2 0.2
H -11.38912 5.96239 6.10402 -0.3 -0.6 -0.4
H -14.16389 7.09306 5.53183 -0.6 -0.3 -0.1
H -13.71652 5.37310 5.08929 -0.2 0.0 -0.2
H -14.56882 7.40056 2.93836 0.0 0.3 0.1
H -13.89451 5.80447 2.72361 -0.2 -0.3 0.0
H -13.15177 7.10996 1.89965 0.5 0.5 0.5
H -11.05016 7.74050 7.10592 0.3 0.6 0.2
H -12.49121 8.43861 6.96890 -0.3 0.2 0.1
C -6.34250 4.56361 17.84945 -0.1 -0.8 -0.5
C -5.14479 3.91842 17.09881 -0.7 0.4 -0.8
C -5.22276 3.81150 15.53572 -1.1 -0.8 0.1
O -4.04457 3.31240 14.89848 0.7 0.3 0.4
C -3.83294 1.90527 15.10054 -0.6 0.5 0.0
N -4.06075 4.82061 17.32778 1.1 0.0 0.8
H -6.53044 5.55841 17.44553 -0.3 0.0 -0.3
H -6.15082 4.72865 18.90970 0.6 -0.2 -0.1
H -7.25031 3.96033 17.84318 -0.1 0.1 -0.4
H -4.95602 2.91084 17.46929 0.2 0.1 0.3
H -5.41331 4.80137 15.12107 0.2 0.2 0.0
H -6.04620 3.18961 15.18459 -0.4 -0.3 0.2
H -3.67506 1.69215 16.15778 -0.4 -0.2 0.0
H -2.95732 1.50214 14.59175 0.1 0.7 -0.3
H -4.71296 1.43087 14.66624 -0.1 -0.6 0.4
H -4.43411 5.74878 17.18919 0.4 0.3 0.0
H -3.35892 4.62987 16.62696 0.4 0.3 0.0
C -4.88899 3.65286 9.98450 -0.8 0.0 -0.5
C -4.17383 4.39805 8.86018 1.1 -1.0 2.7
O -5.05530 4.83928 7.91172 -1.0 0.7 -1.6
H -4.22111 3.20940 10.72300 -0.1 0.2 0.0
H -5.50052 2.86943 9.53687 0.2 -0.4 0.0
H -5.63697 4.31369 10.42260 0.2 0.1 0.4
H -3.43113 3.70493 8.46511 0.3 0.3 -0.3
H -3.69099 5.24993 9.33900 0.3 0.2 -0.4
H -5.15528 4.09385 7.31511 -0.4 0.1 -0.4
C -12.65185 10.49305 11.36044 0.7 -0.6 0.1
C -13.45497 11.26061 10.35280 0.7 1.0 0.9
O -13.61645 10.50127 9.21404 -0.8 -1.0 -1.2
H -12.00204 11.15245 11.93580 -0.3 0.0 0.3
H -11.96741 9.83503 10.82504 0.1 -0.1 -0.3
H -13.23357 9.82362 11.99412 -0.1 0.3 0.1
H -12.89587 12.14169 10.03786 0.1 0.5 0.4
H -14.39832 11.58231 10.79405 -0.2 0.0 -0.1
H -14.27523 10.97322 8.69938 -0.1 -0.3 -0.4
C -10.09163 1.46451 11.79278 -0.5 0.8 0.9
C -10.37118 0.36891 12.80563 0.2 -0.9 -0.7
O -11.73504 0.33734 13.18997 -0.1 0.8 0.1
H -10.90797 1.59186 11.08182 0.1 -0.4 -0.2
H -9.12174 1.37318 11.30382 -0.1 -0.3 0.0
H -10.07281 2.39224 12.36468 0.1 0.3 -0.1
H -9.71239 0.48804 13.66580 0.1 0.0 0.1
H -10.17460 -0.59593 12.33814 0.4 -0.2 0.0
H -11.81056 -0.21944 13.96837 -0.1 -0.1 0.0